Entry 1:
This record from OMol25 describes the molecule C6H9NS. The level of theory is wB97M-V/def2-TZVPD.

Each line ends with the Löwdin charge.
Positions of all 17 atoms, in Å:
S: 2.84486 -0.51008 -0.13463  0.625
N: -1.98263 -1.19676 0.07685  0.009
C: 0.18700 0.01216 0.92754  -0.335
C: 0.34297 1.52806 -0.61875  -0.092
C: 0.92586 -0.65652 -0.16863  -0.503
C: -0.13316 0.22656 -1.16548  -0.110
C: 0.53725 1.34531 0.73247  -0.152
C: -1.11122 0.06023 0.01346  -0.289
H: 0.14801 -0.22681 2.03289  0.165
H: -2.80673 -0.96236 0.70356  0.077
H: -0.22283 -0.15849 -2.09778  0.100
H: 0.60886 -1.66216 -0.37580  0.079
H: 1.23559 2.00808 1.39768  0.157
H: -2.48262 -1.42913 -0.87948  0.107
H: 2.97398 -1.83165 0.59553  -0.058
H: -1.69406 0.96628 -0.02937  0.122
H: 0.62886 2.48728 -1.01006  0.100

Summary:
HOMO energy (eV): -8.465
Relative energy (zero: lowest compared OMol25 entry of this formula, charge and spin) (eV): 4.688
Max |F| (eV/Å): 6.5

***

Entry 2:
This record from OMol25 describes a structure of composition C6H9O4Sc. The level of theory is wB97M-V/def2-TZVPD.

Each line ends with the Mulliken spin population.
Positions of all 20 atoms, in Å:
Sc: 3.40303 1.41808 0.06780  -1.016
O: 1.73541 0.16387 0.85943  0.007
O: -1.43713 0.45449 -2.15293  0.003
O: -0.05247 1.22734 1.76806  0.016
O: 1.52321 2.33256 0.73324  0.012
C: -3.21844 -0.78098 0.83227  0.682
C: -2.48034 0.11201 -0.01920  -0.128
C: -2.81275 -0.91323 2.15867  0.788
C: 1.13759 1.22230 1.19759  0.025
C: -2.24019 -0.44346 -1.40956  0.058
C: -1.17204 0.40223 1.38108  0.273
H: -1.75497 -1.43220 -1.34082  -0.015
H: -2.78137 1.16667 -0.04902  0.071
H: -3.69929 -1.64226 0.35472  0.086
H: -1.01706 -0.02460 -2.87129  0.001
H: -3.21368 -0.59006 -1.90770  -0.007
H: -1.72270 0.84784 2.22766  0.030
H: -0.57263 -0.17645 0.65814  -0.021
H: -3.49292 -0.51742 2.92046  0.075
H: -2.06369 -1.61308 2.53541  0.061

Summary:
HOMO energy (spin up / spin down) (eV): -9.306 / -11.077
⟨S²⟩: 1.77
2S+1: 2
Total charge: +1
Max |F| (eV/Å): 3.7

***

Entry 3:
This record from OMol25 describes the molecule C6H9O5PS. The level of theory is wB97M-V/def2-TZVPD.

Each line ends with the Löwdin charge.
Positions of all 22 atoms, in Å:
S: 3.31228 -0.91743 0.65118  0.964
P: 0.06684 -1.02715 0.10517  0.863
O: 3.41880 0.70131 0.42985  -0.326
O: 0.02732 -1.09417 -1.30741  -0.311
O: -2.48960 -0.67385 -0.28815  -0.165
O: 1.61692 -0.94802 0.74532  -0.567
O: 3.72621 -1.50990 -0.57208  -0.381
C: -2.33380 0.07249 -1.45186  -0.112
C: -1.74577 -0.28453 0.75637  -0.327
C: -2.11083 -0.98833 2.02159  -0.130
C: 2.71409 1.05032 -0.76854  -0.237
C: 1.35823 1.44065 -0.33798  -0.146
C: 0.48616 2.04213 0.24108  0.116
H: -1.91720 1.05602 -1.22455  0.082
H: -3.27046 0.36433 -1.88301  0.088
H: -0.41435 2.38994 0.69648  0.044
H: -1.63006 -0.44100 -2.11972  0.080
H: -2.99708 -0.45726 2.53557  0.116
H: 2.81129 0.30230 -1.52336  0.100
H: 3.19122 1.96792 -1.08956  0.133
H: -2.52483 -1.92395 1.71118  0.065
H: -1.29538 -1.12183 2.67244  0.050

Summary:
HOMO energy (spin up / spin down) (eV): -8.162 / -8.160
Relative energy (zero: lowest compared OMol25 entry of this formula, charge and spin) (eV): 0.702
Max |F| (eV/Å): 4.3

***

Entry 4:
This record from OMol25 describes the molecule C6H9P. The level of theory is wB97M-V/def2-TZVPD.

Each line ends with the Löwdin charge.
Positions of all 16 atoms, in Å:
P: -1.41403 1.10251 -0.89572  0.939
C: -0.46467 1.09601 0.49681  -0.428
C: -1.39514 -0.57741 -3.07761  -0.090
C: 0.63086 0.29847 1.04439  -0.462
C: -0.89207 -0.33481 -1.87372  -0.455
C: 0.35802 -0.23498 2.42492  -0.075
C: 1.82564 0.13548 0.48232  0.040
H: 2.06401 0.53134 -0.49073  0.063
H: 1.24108 -0.72486 2.82529  0.072
H: -0.45905 -0.95859 2.39525  0.084
H: -1.09768 -1.43635 -3.65959  0.049
H: -2.12184 0.07994 -3.52584  0.037
H: 2.60473 -0.40912 0.98905  0.059
H: -0.78874 1.86237 1.20041  0.039
H: -0.15976 -1.00027 -1.43404  0.049
H: 0.06863 0.57026 3.09881  0.079

Summary:
HOMO energy (eV): -8.590
Relative energy (zero: lowest compared OMol25 entry of this formula, charge and spin) (eV): 1.264
Max |F| (eV/Å): 1.1

***

Entry 5:
This record from OMol25 describes a structure of composition C6H9P. The level of theory is wB97M-V/def2-TZVPD.

Each line ends with the Mulliken spin population.
Positions of all 16 atoms, in Å:
P: -1.77519 -0.10608 -0.14015  1.084
C: 0.80861 0.26628 -0.82374  -0.076
C: 1.11045 -0.68597 0.06792  0.414
C: -0.56302 0.66323 -1.03415  0.528
C: 0.06617 -1.31963 0.88027  -0.045
C: -0.83953 1.73517 -2.04438  -0.064
C: 0.07955 -1.04900 2.36070  0.048
H: 2.13649 -0.98725 0.22885  0.023
H: 0.37985 -0.02272 2.55681  -0.006
H: -0.14718 -2.35176 0.61617  0.032
H: -0.46433 2.69275 -1.67792  0.044
H: -0.33178 1.51083 -2.98248  0.028
H: -0.90487 -1.20221 2.80040  -0.010
H: 1.57073 0.74022 -1.42830  0.011
H: 0.77781 -1.72083 2.86490  -0.016
H: -1.90375 1.83696 -2.24491  0.003

Summary:
HOMO energy (spin up / spin down) (eV): -5.966 / -8.430
⟨S²⟩: 2.03
2S+1: 3
Relative energy (zero: lowest compared OMol25 entry of this formula, charge and spin) (eV): 0.000
Max |F| (eV/Å): 5.4

***

Entry 6:
This record from OMol25 describes the molecule C6H9PSi2. The level of theory is wB97M-V/def2-TZVPD.

Each line ends with the Löwdin charge.
Positions of all 18 atoms, in Å:
P: 1.69181 2.04922 0.41553  0.641
Si: -0.87027 0.50937 -1.58727  0.488
Si: 0.04391 2.50096 -1.01650  0.186
C: 1.16232 -0.67163 1.83437  -0.137
C: -0.21916 -0.47911 -0.12607  -0.443
C: -0.56525 -1.83802 0.09661  -0.102
C: 0.76472 -1.98519 2.01447  -0.121
C: 0.71195 0.06300 0.73384  -0.366
C: -0.09579 -2.61976 1.14884  -0.083
H: 1.88995 -0.39861 2.69612  0.132
H: -1.07069 3.43391 -0.70262  -0.117
H: -0.38550 0.22812 -2.97047  -0.078
H: 1.01954 -2.65477 2.83252  0.106
H: -1.30029 -2.28368 -0.54202  0.087
H: 0.60356 3.35985 -2.17483  -0.101
H: -2.45806 0.54949 -1.47230  -0.032
H: -0.24104 -3.61387 1.41056  0.084
H: 1.05030 2.48569 1.61043  -0.145

Summary:
HOMO energy (eV): -9.336
Relative energy (zero: lowest compared OMol25 entry of this formula, charge and spin) (eV): 0.658
Max |F| (eV/Å): 3.4